A structure of composition C27H42AsBCl5F6N7Sr. Source: the OMol25 dataset; level of theory: ωB97M-V with the def2-TZVPD basis set.

Last column: Mulliken charge in e.
CARTESIAN COORDINATES (ANGSTROEM)
1 Sr -0.53485 -0.40090 0.02262  1.409
2 C 2.21976 1.74193 4.85736  -1.301
3 C 1.16396 0.93201 4.18286  0.301
4 C 0.19354 0.17649 4.78990  -1.258
5 C -0.54721 -0.40694 3.73875  -1.058
6 N -0.02264 -0.04964 2.57549  2.575
7 N 1.00265 0.79962 2.83967  -0.727
8 B 1.92196 1.41437 1.79030  -1.456
9 N 1.11997 2.44896 0.85378  -0.184
10 N 0.37064 2.11412 -0.13764  1.970
11 C 0.06013 3.25044 -0.85550  -0.714
12 C 0.57067 4.35367 -0.19538  -1.188
13 C 1.24082 3.83475 0.89516  0.666
14 C 1.96582 4.56690 1.94664  -1.390
15 C -0.61664 3.17148 -2.18414  2.284
16 C -2.05989 2.67094 -2.02160  -1.359
17 C 0.17951 2.19582 -3.07040  -1.780
18 C -0.64360 4.55586 -2.83660  -2.331
19 N 2.65695 0.45148 0.86235  -0.548
20 N 2.07672 -0.27052 -0.12415  2.089
21 C 3.04329 -0.93221 -0.75382  -0.708
22 C 4.28161 -0.64356 -0.14628  -1.134
23 C 3.99880 0.23199 0.87249  0.259
24 C 4.95283 0.83663 1.84606  -1.424
25 C 2.82028 -1.79749 -1.96209  2.661
26 C 3.49628 -1.12381 -3.16817  -1.808
27 C 1.33652 -1.95425 -2.25806  -1.558
28 C 3.45334 -3.17573 -1.72327  -1.673
29 C -1.75472 -1.28633 3.91578  2.761
30 C -2.37050 -1.67712 2.57789  -0.592
31 C -1.33807 -2.55411 4.67743  -1.830
32 C -2.79647 -0.51328 4.74064  -1.710
33 H 2.11368 1.63726 5.93430  0.428
34 H 2.14156 2.80275 4.61652  0.183
35 H 3.22102 1.40949 4.58177  0.189
36 H 0.03268 0.06976 5.84893  0.600
37 H 2.71924 2.09562 2.34098  -0.154
38 H 0.50400 5.38824 -0.47919  0.701
39 H 1.84687 5.63749 1.80501  0.426
40 H 3.02932 4.31868 1.92649  0.263
41 H 1.58650 4.28822 2.93165  0.213
42 H -2.10635 1.65923 -1.62374  0.152
43 H -2.53782 2.65680 -3.00100  0.484
44 H -2.62979 3.32965 -1.36760  0.410
45 H 0.22591 1.19727 -2.63140  0.461
46 H 1.19869 2.55177 -3.22543  0.484
47 H -0.31132 2.11339 -4.03959  0.495
48 H -1.22551 5.26162 -2.24145  0.448
49 H -1.10688 4.48675 -3.81971  0.409
50 H 0.36439 4.95216 -2.96714  0.484
51 H 5.25279 -1.02134 -0.41521  0.571
52 H 5.95511 0.46536 1.64816  0.417
53 H 4.68960 0.57413 2.87152  0.210
54 H 4.97194 1.92468 1.76776  0.237
55 H 3.06275 -0.13757 -3.34845  0.255
56 H 3.35547 -1.73296 -4.06242  0.478
57 H 4.56689 -1.00219 -3.00310  0.394
58 H 0.87936 -0.97907 -2.44805  0.164
59 H 0.81952 -2.47101 -1.44567  -0.355
60 H 1.18466 -2.55160 -3.15740  0.589
61 H 4.52903 -3.09527 -1.56678  0.373
62 H 3.28522 -3.81719 -2.59001  0.440
63 H 3.01184 -3.65516 -0.84930  0.259
64 H -1.65664 -2.23310 1.96810  -0.705
65 H -2.72150 -0.79314 2.03956  -0.381
66 H -3.23614 -2.32238 2.73251  0.692
67 H -0.57455 -3.10294 4.12329  0.299
68 H -2.20453 -3.20295 4.81793  0.473
69 H -0.93335 -2.31260 5.66025  0.381
70 H -3.08262 0.40919 4.23220  0.268
71 H -2.40870 -0.25340 5.72528  0.369
72 H -3.69064 -1.12450 4.87802  0.423
73 Cl -5.49653 0.72141 2.50759  -0.062
74 C -4.85585 1.90328 1.35383  0.750
75 Cl -5.39753 3.53954 1.77627  -0.104
76 Cl -5.37136 1.49558 -0.29049  -0.053
77 C -3.40806 1.86762 1.41691  -0.461
78 N -2.26421 1.82284 1.46739  -0.097
79 Cl 1.09351 -3.12452 1.46382  0.045
80 C 0.30373 -4.70150 1.19890  -0.544
81 Cl 0.31842 -5.16941 -0.50009  -0.117
82 H -0.72568 -4.61444 1.52775  0.225
83 H 0.84709 -5.44184 1.77265  0.520
84 F -1.51440 -2.47916 -0.44860  -0.558
85 As -2.86400 -1.83938 -1.45930  2.120
86 F -2.88605 -0.47911 -0.26882  -0.625
87 F -3.96973 -2.69059 -0.48891  -0.466
88 F -4.05859 -1.04389 -2.36720  -0.480
89 F -2.64387 -3.08640 -2.58271  -0.460
90 F -1.57361 -0.85858 -2.22900  -0.407

Computed properties:
Charge: +1
Gap between HOMO and LUMO (spin up / spin down) in eV: 8.97 / 4.88
<S²>: 0.7582
Total energy in a.u.: -6628.93153
2S+1: 2

***

A structure of composition C27H42AuBr2NO3Si. Source: the OMol25 dataset; level of theory: ωB97M-V with the def2-TZVPD basis set.

Last column: Mulliken charge in e.
CARTESIAN COORDINATES (ANGSTROEM)
1 Au -0.19620 -0.02460 -0.00600  1.151
2 C -5.25420 -4.86460 -0.00010  -0.789
3 O -5.90550 -3.60890 0.00060  -0.419
4 C -5.17830 -2.50450 0.00150  0.675
5 C -5.88950 -1.27620 0.00470  -1.182
6 C -5.21330 -0.08190 0.00460  -0.688
7 C -3.81110 0.01170 -0.00300  -0.665
8 C -3.15190 1.29630 -0.01430  1.630
9 C -3.93380 2.58470 -0.01870  -0.995
10 O -1.92020 1.45770 -0.01410  -0.628
11 C -3.07160 -1.24330 -0.00120  0.555
12 O -1.80430 -1.37820 -0.00010  -0.769
13 C -3.79870 -2.45760 0.00040  -0.298
14 H -6.03960 -5.61600 -0.00020  0.246
15 H -4.63440 -4.98490 0.89190  0.343
16 H -4.63440 -4.98410 -0.89220  0.344
17 H -6.96730 -1.30400 0.00570  0.480
18 H -5.79890 0.82100 0.01220  0.286
19 H -5.00210 2.47600 -0.13680  0.414
20 H -3.55150 3.21220 -0.82260  0.254
21 H -3.73120 3.10230 0.91920  0.287
22 H -3.20730 -3.35970 0.00080  0.559
23 C 0.28220 -5.55930 0.00160  -1.276
24 C 1.10970 -4.32090 0.00180  0.768
25 C 2.50210 -4.36340 0.00150  -0.553
26 C 3.21450 -3.18230 -0.00280  -0.508
27 C 2.52780 -1.97630 -0.00740  0.041
28 Br 3.53660 -0.40040 -0.02230  -0.136
29 N 1.19940 -1.91760 -0.00410  -0.253
30 C 0.52080 -3.06010 0.00090  -0.338
31 H 0.91480 -6.44270 0.00130  0.395
32 H -0.35440 -5.58940 -0.88130  0.329
33 H -0.35530 -5.59050 0.88380  0.330
34 H 3.02820 -5.30670 0.00390  0.439
35 H 4.29160 -3.17670 -0.00390  0.439
36 H -0.55230 -2.95090 0.00360  0.695
37 C 0.12010 7.22600 0.11330  -1.759
38 C -0.09210 5.73900 -0.22040  2.527
39 C -1.18150 5.15750 0.69320  -1.683
40 C -0.61940 5.65340 -1.66060  -2.139
41 Si 1.63770 4.81520 0.01120  -1.222
42 Br 1.12260 1.97320 -0.01550  -0.005
43 C 2.51720 4.87560 1.79940  2.300
44 C 3.37890 6.13980 1.85600  -1.685
45 C 1.42440 4.95820 2.87100  -1.949
46 C 3.37190 3.64550 2.09290  -1.623
47 C 2.87050 4.76700 -1.57070  2.197
48 C 2.20570 4.04120 -2.73700  -1.633
49 C 3.16340 6.22050 -1.94170  -1.646
50 C 4.15800 4.03780 -1.21040  -1.796
51 H -0.80480 7.76290 -0.08510  0.526
52 H 0.90030 7.66630 -0.50100  0.396
53 H 0.37810 7.38180 1.15610  0.331
54 H -2.12200 5.66480 0.48870  0.607
55 H -0.96020 5.30660 1.74210  0.253
56 H -1.31270 4.09510 0.51130  0.110
57 H -1.58180 6.15860 -1.71480  0.583
58 H -0.76430 4.62360 -1.97390  0.370
59 H 0.03780 6.15630 -2.36220  0.472
60 H 2.80510 7.03430 1.62950  0.368
61 H 4.22770 6.08630 1.18060  0.332
62 H 3.77030 6.24330 2.86610  0.524
63 H 0.86750 5.88790 2.81290  0.358
64 H 1.89890 4.92720 3.85000  0.606
65 H 0.74300 4.11440 2.81010  0.348
66 H 4.13370 3.46550 1.34500  0.279
67 H 2.75880 2.75520 2.17490  0.394
68 H 3.88050 3.79250 3.04350  0.547
69 H 1.25600 4.47530 -3.02260  0.329
70 H 2.06140 2.99110 -2.50800  0.336
71 H 2.86330 4.10830 -3.60200  0.526
72 H 2.27770 6.73610 -2.30130  0.324
73 H 3.89740 6.22700 -2.74600  0.525
74 H 3.58220 6.78010 -1.10980  0.362
75 H 3.95770 3.02330 -0.87510  0.179
76 H 4.73530 4.57110 -0.46190  0.348
77 H 4.78010 3.96870 -2.10130  0.619

Computed properties:
Charge: +2
Gap between HOMO and LUMO (spin up / spin down) in eV: 4.22 / 4.20
Total energy in a.u.: -6907.09531

***

A structure of composition C27H42CaClF3LiN4O10P. Source: the OMol25 dataset; level of theory: ωB97M-V with the def2-TZVPD basis set.

Last column: Mulliken charge in e.
CARTESIAN COORDINATES (ANGSTROEM)
1 C -2.95423 3.60202 1.24156  -1.057
2 C -1.95496 2.63845 0.60246  0.042
3 C -1.68035 3.03577 -0.82085  0.055
4 O -0.59197 2.27101 -1.44703  -0.413
5 C -0.99085 0.93223 -1.71466  -0.956
6 C 0.24340 0.13905 -1.97004  -0.096
7 C 1.25905 -0.03770 -1.08189  0.359
8 C 1.32912 0.44707 0.31589  -1.064
9 C 1.16736 -0.75185 1.28762  -0.565
10 C -0.26701 -1.26080 1.30693  0.438
11 C -0.37774 -2.75214 1.66187  -0.587
12 N -1.60355 -3.36083 1.16474  -0.646
13 N 2.22537 -0.76062 -1.74099  0.712
14 C 3.51069 -1.09905 -1.12107  -1.126
15 C 4.68589 -0.53951 -1.92579  -1.318
16 C 5.79674 0.04120 -1.06386  0.754
17 F 6.98287 -0.39018 -1.51408  -0.293
18 F 5.71642 -0.33134 0.21411  -0.272
19 F 5.81639 1.36876 -1.12388  -0.277
20 C 1.79592 -1.06260 -2.96830  0.825
21 C 2.51034 -1.83764 -4.02549  -1.376
22 O 2.33051 -3.23135 -3.90699  -0.350
23 C 2.98675 -3.84819 -2.86945  0.914
24 C 4.45998 -4.05566 -2.97303  -1.152
25 O 2.37545 -4.19372 -1.92145  -0.460
26 N 0.58585 -0.52961 -3.12094  0.147
27 C -0.25293 -0.58639 -4.31481  -0.901
28 C -1.66613 -1.10545 -4.04597  -0.762
29 C -2.65998 -0.54526 -5.06253  -0.589
30 Cl -4.10775 0.08731 -4.26530  -0.154
31 H -3.70756 3.06784 1.79661  0.403
32 H -2.41518 4.24772 1.92218  0.306
33 H -3.40246 4.25344 0.50872  0.043
34 H -1.05298 2.67255 1.20990  0.212
35 H -2.35443 1.62870 0.64818  0.157
36 H -2.57434 3.03378 -1.44478  0.586
37 H -1.35989 4.11494 -0.78972  0.141
38 H -1.58352 0.96720 -2.62165  0.704
39 H -1.62129 0.51944 -0.93883  0.295
40 H 2.32262 0.86366 0.45228  0.522
41 H 0.56364 1.17995 0.51093  -0.125
42 H 1.75597 -1.56500 0.86734  0.077
43 H 1.51782 -0.49819 2.27577  0.680
44 H -0.71476 -1.16292 0.31984  -0.537
45 H -0.85992 -0.65401 1.98378  0.477
46 H 0.46664 -3.23939 1.17524  0.344
47 H -0.35671 -2.86342 2.72963  0.255
48 H -2.35473 -3.24530 1.82410  0.287
49 H -1.87676 -2.99024 0.26831  0.220
50 H 3.56954 -2.15778 -0.91422  0.441
51 H 3.50209 -0.59240 -0.17075  0.775
52 H 4.30670 0.27284 -2.53369  0.637
53 H 5.13575 -1.24265 -2.61116  0.254
54 H 3.54990 -1.54217 -4.11410  0.331
55 H 2.05740 -1.56770 -4.96524  0.503
56 H 4.66182 -5.08698 -2.71854  0.382
57 H 4.99117 -3.46183 -2.24184  0.275
58 H 4.87089 -3.86665 -3.95664  0.378
59 H -0.31961 0.41175 -4.73530  0.374
60 H 0.17737 -1.20699 -5.08256  0.417
61 H -2.01667 -0.91222 -3.04514  0.414
62 H -1.68946 -2.18250 -4.16479  0.602
63 H -2.95333 -1.28973 -5.78561  0.405
64 H -2.23556 0.27200 -5.63211  0.357
65 C 3.47012 -3.97809 6.86484  -0.440
66 C 3.13798 -4.02043 5.51733  -0.613
67 C 2.18654 -3.15213 5.01020  -0.003
68 C 1.58425 -2.24984 5.86666  0.188
69 C 1.89604 -2.19660 7.21125  -0.609
70 C 2.84723 -3.07025 7.71021  -0.421
71 N 0.58809 -1.31074 5.33173  1.039
72 O 0.31678 -1.39122 4.14265  -0.645
73 O 0.09517 -0.51366 6.09064  -0.593
74 H 4.21701 -4.65467 7.25721  0.390
75 H 3.62217 -4.72977 4.86115  0.388
76 H 1.92315 -3.18190 3.96340  0.403
77 H 1.40968 -1.48701 7.86317  0.470
78 H 3.10453 -3.04084 8.75925  0.380
79 O -5.89691 7.10428 -0.97223  -0.674
80 P -5.31449 5.94752 -0.16460  0.835
81 O -6.36397 5.53467 0.91717  -0.413
82 O -4.05878 6.38374 0.61612  -0.720
83 O -4.95262 4.75631 -1.07414  -0.680
84 Ca 0.01962 4.09450 -1.89587  -0.004
85 C -9.47251 5.90362 0.95340  -0.565
86 O -8.73529 5.29911 0.01517  -0.411
87 H -9.02265 6.82867 1.37689  0.231
88 H -10.46244 6.26606 0.58575  0.276
89 H -9.72858 5.29420 1.85101  0.208
90 Li -1.08092 7.10371 -1.48126  0.560

Computed properties:
Gap between HOMO and LUMO in eV: 2.82
Total energy in a.u.: -3811.22341

***

A structure of composition C27H42Cl3EuN4O3SSi. Source: the OMol25 dataset; level of theory: ωB97M-V with the def2-TZVPD basis set.

Last column: Mulliken charge in e.
CARTESIAN COORDINATES (ANGSTROEM)
1 C 2.73220 -2.93868 -2.50913  -1.515
2 C 2.19486 -2.14463 -3.66066  0.276
3 H 2.16058 -3.86783 -2.38413  0.300
4 H 2.69032 -2.35772 -1.58322  0.213
5 H 3.77560 -3.23741 -2.68773  0.388
6 C 2.12089 -2.64629 -4.90455  0.122
7 C 2.57161 -4.00904 -5.29275  -1.470
8 H 1.74552 -2.03799 -5.72047  0.332
9 H 2.12994 -4.81700 -4.69418  0.301
10 H 3.66159 -4.14302 -5.24314  0.308
11 H 2.27849 -4.18401 -6.33282  0.378
12 Eu 1.12285 0.00057 1.97033  0.839
13 Cl 2.97361 1.26221 3.30715  -0.643
14 Cl 2.54668 0.07153 -0.24641  -0.571
15 C 0.23534 2.90604 1.57871  -0.104
16 O -0.36396 1.83392 1.89688  -0.572
17 N -0.40731 3.98789 1.15447  0.302
18 C -1.85935 3.88564 1.04752  -0.889
19 C 0.23955 5.18358 0.60500  -0.907
20 H 1.33904 2.95978 1.69606  0.491
21 H -2.23216 3.39104 1.94790  0.227
22 H -2.16471 3.28293 0.17816  0.154
23 H -2.27305 4.88839 0.94909  0.445
24 H 1.17950 5.38377 1.12485  0.355
25 H -0.44768 6.02471 0.72920  0.306
26 H 0.46306 5.08841 -0.46535  0.286
27 H -0.65940 -5.02688 3.47954  0.297
28 H 0.11784 -3.47847 0.86688  0.093
29 C -1.60806 -4.87926 2.92543  -0.917
30 C -0.92668 -3.83083 0.79023  -0.543
31 N -1.55221 -3.68677 2.08343  0.240
32 H -2.42944 -4.79281 3.65383  0.308
33 C -1.68682 -2.49085 2.70076  -0.297
34 O -1.20101 -1.41509 2.31467  -0.304
35 H -1.43569 -3.24027 0.02598  0.096
36 H -2.27614 -2.55580 3.63492  0.322
37 H -1.77418 -5.76213 2.29661  0.326
38 H -0.90434 -4.89300 0.54487  0.344
39 O 0.65832 -0.88128 -2.35916  -0.178
40 C 1.70472 -0.74711 -3.31212  0.008
41 C 0.22816 -0.18772 -5.30603  -0.115
42 C 1.31006 0.14932 -4.48851  -0.075
43 H -0.28709 -1.14948 -5.15197  0.624
44 C -0.19562 0.69906 -6.30560  -0.881
45 H 2.54332 -0.28647 -2.77032  0.479
46 C 2.04097 1.32308 -4.71446  -0.173
47 H -1.05585 0.43899 -6.92347  0.372
48 C 0.47681 1.91848 -6.48084  -0.441
49 C 1.62499 2.20558 -5.72667  -0.639
50 H 2.91098 1.51672 -4.08586  0.388
51 H 0.10159 2.64827 -7.21396  0.358
52 H 2.20259 3.12018 -5.90283  0.366
53 Si -0.64723 0.10136 -1.93124  0.308
54 Cl 1.60393 -2.81893 2.20365  -0.674
55 C -2.07852 -0.32292 -3.06247  -1.379
56 C -0.19469 1.90475 -2.15376  -0.671
57 C -1.14476 -0.36556 -0.22325  0.114
58 H -2.00464 0.15360 -4.04672  0.346
59 H -3.00543 0.02616 -2.58306  0.409
60 H -2.15048 -1.40801 -3.21269  0.284
61 H -2.02887 -1.00145 -0.22251  0.471
62 H -1.36156 0.53039 0.38384  0.259
63 H -0.31947 -0.96308 0.18943  -0.613
64 H -0.06755 2.16108 -3.22060  0.267
65 H 0.75454 2.12772 -1.63501  0.215
66 H -0.99670 2.54378 -1.74202  0.292
67 N -0.20906 -2.21361 5.10599  -0.244
68 C -0.52348 -0.94505 5.40270  0.498
69 N -0.01641 0.12158 4.82397  -0.124
70 C -0.44959 1.28399 5.43704  -0.541
71 C -0.01487 2.58884 5.13896  -0.178
72 C -0.57085 3.66038 5.83099  -0.630
73 C -1.55418 3.46634 6.82291  -0.487
74 C -1.94557 2.16082 7.17191  -0.367
75 C -1.38746 1.08081 6.48836  0.657
76 S -1.70067 -0.63553 6.69351  -0.351
77 H -0.69563 -2.94096 5.60203  0.226
78 H 0.52115 -2.42774 4.41040  0.086
79 H 0.78759 2.68813 4.40835  0.353
80 H -0.25886 4.67358 5.59472  0.375
81 H -2.02247 4.32182 7.31769  0.346
82 H -2.65903 1.96549 7.97073  0.346

Computed properties:
Charge: -1
Gap between HOMO and LUMO (spin up / spin down) in eV: 5.19 / 7.67
<S²>: 15.7595
Total energy in a.u.: -4277.69969
2S+1: 8